<P>
Computed, not measured: the molecule CH4ClOP, with ωB97M-V/def2-TZVPD.

Calculated values
- HOMO (Eh) = -0.35005
- net charge = 0
- LUMO level (Ha) = 0.021

Each line ends with the Löwdin charge.
Element x y z (Å)
Cl  0.61428  2.43677  -0.17180  0.060
P  -0.71154  0.96184  0.46248  0.484
O  0.10652  -1.12313  -1.25977  -0.139
C  0.06060  -0.66440  0.02744  -0.625
H  -0.11006  0.87867  1.72009  -0.096
H  1.03207  -0.59949  0.56776  0.076
H  -0.33096  -0.62736  -2.04948  0.150
H  -0.66091  -1.26292  0.70328  0.090

***

<Q>
Computed, not measured: a 2-piece molecular cluster, CH4ClOP overall, with ωB97M-V/def2-TZVPD.

Calculated values
- HOMO (Eh) = -0.36285
- net charge = 0
- LUMO level (Ha) = -0.006

Each line ends with the Löwdin charge.
Element x y z (Å)
Cl  -2.14417  -0.86083  0.83563  0.094
P  -0.65987  0.48647  0.58654  0.451
O  2.99899  -1.99268  -0.30304  -0.082
C  -1.55053  1.72967  0.01391  -0.440
H  2.17141  -2.41040  -0.04739  0.024
H  -1.08021  2.61378  0.09276  -0.066
H  -2.56297  1.75064  -0.18056  -0.029
H  2.82736  -1.31665  -0.99786  0.049

***

Computed energies relative to the best structure, in kJ/mol: <P> 0.0; <Q> 11.7

***

<P>
Computed, not measured: C3H6O6P as an isolated structure, with ωB97M-V/def2-TZVPD.

Calculated values
- HOMO (Eh) = -0.18788
- net charge = -1
- LUMO level (Ha) = 0.141

Each line ends with the Löwdin charge.
Element x y z (Å)
P  -1.37300  -0.52291  0.05002  0.378
O  -2.37891  -0.30113  1.07965  -0.307
O  -1.13480  1.89554  -0.80328  -0.029
O  -0.29247  -1.66336  0.60898  -0.217
O  0.95610  1.02549  -0.29089  -0.059
O  -0.36096  1.66089  1.34580  0.033
O  -1.56702  -0.71072  -1.46473  -0.367
C  0.86606  -1.50864  -0.25395  -0.220
C  1.56477  -0.18720  0.08986  -0.201
C  -0.35709  1.04382  0.13365  -0.666
H  -1.29709  1.74651  1.67178  0.125
H  2.65193  -0.21692  -0.37898  0.145
H  1.77291  0.05576  1.18052  0.137
H  0.56680  -1.44865  -1.27557  0.093
H  -1.15047  1.43922  -1.64519  0.055
H  1.53324  -2.30770  -0.04768  0.101

***

<Q>
Computed, not measured: C3H6O6P as an isolated structure, with ωB97M-V/def2-TZVPD.

Calculated values
- HOMO (Eh) = -0.13963
- net charge = -1
- LUMO level (Ha) = 0.135

Each line ends with the Löwdin charge.
Element x y z (Å)
P  -1.76103  -0.29550  -0.22448  0.471
O  0.01569  1.89145  1.18109  0.005
O  -0.76865  -1.47562  0.38416  -0.260
O  -2.27025  -0.67485  -1.54688  -0.344
O  -2.62362  0.18731  0.96066  -0.415
O  1.27317  0.55918  -0.34305  -0.121
O  -0.12715  2.21477  -1.12116  -0.007
C  1.36861  -0.69574  0.29228  -0.248
C  0.07209  1.35337  -0.08101  -0.557
C  0.41706  -1.66354  -0.27276  -0.331
H  2.49600  -1.05720  0.21402  0.146
H  -0.73290  1.47607  1.69040  0.104
H  1.06896  -0.49772  1.40158  0.149
H  0.35056  -1.67985  -1.42455  0.149
H  0.78285  -2.70363  0.04995  0.128
H  0.43861  3.06150  -1.16026  0.132

***

Computed energies relative to the best structure, in kJ/mol: <P> 0.0; <Q> 158.9

***

<P>
Computed, not measured: the molecule C5H13N2, with ωB97M-V/def2-TZVPD.

Calculated values
- HOMO (alpha / beta) (Eh) = -0.11794 / -0.23935
- multiplicity = 2
- net charge = 0
- ⟨S²⟩ = 0.7539
- LUMO level (alpha / beta) (Ha) = 0.022 / 0.015

Each line ends with the Löwdin charge.
Element x y z (Å)
N  0.66665  2.37970  -0.42156  0.001
N  -0.15109  -0.90465  -1.67819  0.067
C  0.24121  -1.24266  0.72940  -0.227
C  -0.09910  -1.90133  -0.56055  -0.215
C  0.07914  0.25582  0.70406  -0.349
C  0.80207  1.00538  -0.21418  -0.368
C  -0.90081  0.90665  1.72112  -0.071
H  -1.88358  0.43827  1.62236  0.060
H  -0.09383  -1.31538  -2.61045  0.140
H  0.58221  -2.71967  -0.84224  0.110
H  -1.09676  -0.52220  -1.73529  0.140
H  -1.08415  -2.40566  -0.52566  0.117
H  1.78907  0.58390  -0.51117  0.084
H  0.92746  2.81397  -1.27939  0.056
H  -0.40949  -1.57733  1.53316  0.105
H  1.31990  -1.32606  1.03501  0.111
H  -0.53313  0.61665  2.71192  0.065
H  0.46867  -0.00511  -1.45989  0.090
H  0.29297  2.96799  0.28920  0.045
H  -0.91743  1.95171  1.49235  0.038

***

<Q>
Computed, not measured: the molecule C5H13N2, with ωB97M-V/def2-TZVPD.

Calculated values
- HOMO (alpha / beta) (Eh) = -0.13201 / -0.29464
- multiplicity = 2
- net charge = 0
- ⟨S²⟩ = 0.7505
- LUMO level (alpha / beta) (Ha) = 0.029 / 0.026

Each line ends with the Löwdin charge.
Element x y z (Å)
N  0.81049  2.77504  -0.67685  0.063
N  0.20402  -2.73221  -0.80956  -0.004
C  0.99509  1.58505  -0.03679  -0.192
C  -1.27384  1.23849  0.92406  -0.082
C  0.09438  0.78754  0.57028  -0.338
C  0.41734  -0.67318  0.69243  -0.203
C  -0.37919  -1.40815  -0.40527  -0.289
H  -1.36182  -1.62659  0.02795  0.090
H  -1.34968  2.32771  1.05738  0.075
H  1.22720  -2.59089  -0.90216  0.053
H  1.58817  3.39969  -0.84845  0.091
H  1.47729  -0.92285  0.59157  0.090
H  -1.61135  0.90781  1.90762  0.079
H  -0.11328  3.12054  -0.88763  0.088
H  -2.08874  1.03525  0.21825  0.080
H  0.07572  -3.49217  -0.08309  0.038
H  2.01497  1.21148  -0.13821  0.117
H  -0.60707  -0.77967  -1.25682  0.099
H  0.15603  -1.01407  1.70200  0.107
H  -0.27574  -3.14882  -1.64671  0.037

***

Computed energies relative to the best structure, in kJ/mol: <P> 109.0; <Q> 0.0

***

<P>
Computed, not measured: an isolated ion of composition C5H6NO and charge +1, with ωB97M-V/def2-TZVPD.

Calculated values
- HOMO (alpha / beta) (Eh) = -0.54472 / -0.50203
- net charge = +1
- LUMO level (alpha / beta) (Ha) = -0.238 / -0.229

Each line ends with the Löwdin charge.
Element x y z (Å)
O  -0.24499  -1.64811  -0.68505  0.131
N  1.23531  1.05105  -0.47370  0.245
C  -0.54946  -0.24535  1.40334  -0.025
C  -0.49728  -0.90883  -1.92851  0.039
C  -0.59410  -0.90533  0.22947  0.035
C  0.24201  0.88498  1.68027  0.016
C  1.10679  1.54440  0.65552  -0.204
H  -0.01920  0.07434  -1.93073  0.075
H  1.63259  2.35762  1.04452  0.109
H  0.07241  -1.57503  -2.68875  0.158
H  -1.29682  -0.69894  2.14988  0.186
H  0.37196  1.07845  2.79979  0.156
H  -1.45922  -1.00925  -2.25604  0.079

***

<Q>
Computed, not measured: an isolated ion of composition C5H6NO and charge +1, with ωB97M-V/def2-TZVPD.

Calculated values
- HOMO (Eh) = -0.57034
- net charge = +1
- LUMO level (Ha) = -0.248

Each line ends with the Löwdin charge.
Element x y z (Å)
O  -1.25450  -0.73216  0.00209  0.164
N  0.30824  1.01933  -0.10425  0.144
C  -0.14352  -0.30445  -0.11983  -0.265
C  1.12150  -1.17774  -0.06679  0.059
C  -2.39364  0.26843  0.04268  0.131
C  1.57149  0.99390  0.06822  0.020
C  2.17798  -0.40879  0.07370  0.050
H  -2.95944  -0.03183  -0.78757  0.097
H  2.09154  1.94799  0.09686  0.146
H  3.14127  -0.83381  -0.00395  0.120
H  -2.85348  0.22190  0.98564  0.101
H  1.14604  -2.22961  -0.00117  0.120
H  -1.95348  1.26683  -0.18562  0.114

***

Computed energies relative to the best structure, in kJ/mol: <P> 402.7; <Q> 0.0

***

<P>
Computed, not measured: a 2-piece molecular cluster, C3H9N2S overall, with ωB97M-V/def2-TZVPD.

Calculated values
- HOMO (Eh) = -0.52234
- net charge = +1
- LUMO level (Ha) = -0.147

Each line ends with the Löwdin charge.
Element x y z (Å)
S  0.88513  1.42711  -0.42680  1.027
N  -3.16565  0.86067  0.01946  0.019
N  0.37044  -0.99912  0.27369  -0.004
C  -0.16114  0.11829  -0.02618  -0.394
C  2.39041  0.32993  0.01168  -0.316
C  1.79371  -1.06056  0.06664  -0.222
H  -0.22484  -1.80574  0.57378  0.209
H  -1.25011  0.35810  -0.28700  0.077
H  2.72776  0.73494  0.97926  0.092
H  -3.95531  0.67984  0.58058  0.018
H  3.13722  0.43009  -0.75703  0.085
H  -3.19289  1.87403  -0.09259  0.052
H  -3.65780  0.40398  -0.72501  0.035
H  2.47898  -1.78565  0.72314  0.187
H  1.82408  -1.56589  -0.91362  0.135

***

<Q>
Computed, not measured: an isolated ion of composition C3H9N2S and charge +1, with ωB97M-V/def2-TZVPD.

Calculated values
- HOMO (Eh) = -0.49398
- net charge = +1
- LUMO level (Ha) = -0.130

Each line ends with the Löwdin charge.
Element x y z (Å)
S  1.37465  -1.25847  0.66255  0.955
N  -1.32083  -0.75278  0.96803  0.111
N  0.96054  0.40265  0.16069  -0.354
C  2.08037  1.18810  -0.24340  -0.167
C  0.41583  -0.98602  -0.77312  -0.370
C  -1.09275  -1.10860  -0.46024  -0.162
H  2.28273  1.23833  -1.28647  0.075
H  -1.10413  0.25593  1.16633  0.167
H  1.64348  2.14031  0.14679  0.108
H  -2.34926  -0.87169  1.30949  0.226
H  2.99654  0.75335  0.28924  0.099
H  -1.47573  -0.51542  -1.22361  0.118
H  -1.38704  -2.05178  -0.64259  0.095
H  -0.50700  -1.24886  1.36583  0.029
H  0.70328  -1.20624  -1.70721  0.070

***

Computed energies relative to the best structure, in kJ/mol: <P> 0.0; <Q> 263.6

***

<P>
Computed, not measured: the molecule C9H9N5O2S, with ωB97M-V/def2-TZVPD.

Calculated values
- HOMO (Eh) = -0.32755
- net charge = 0
- LUMO level (Ha) = -0.014

Each line ends with the Löwdin charge.
Element x y z (Å)
S  -0.16525  -2.21699  5.73164  0.581
O  -0.10783  0.45303  -5.08555  0.056
O  -0.61720  -2.59263  3.00412  -0.060
N  -0.05212  1.39522  -4.03016  -0.096
N  0.82681  -0.90799  3.46085  0.053
N  -0.85011  2.96890  -2.82393  0.075
N  -0.56706  2.69213  -4.06240  0.103
N  -0.17725  -2.07449  1.79492  0.004
C  -0.10462  0.60123  0.06055  -0.230
C  0.29821  -0.38762  -0.76856  -0.064
C  0.02966  0.37898  1.57189  -0.057
C  -0.52708  1.88935  -2.00258  -0.227
C  -0.46163  1.78420  -0.59586  0.062
C  0.21087  -0.28543  -2.13795  -0.008
C  0.72826  -0.99063  2.00322  -0.317
C  -0.08507  0.88363  -2.75266  -0.228
C  0.03621  -1.96518  4.06322  -0.774
H  1.66600  -1.19732  1.64813  0.117
H  0.61548  1.27634  1.79969  0.119
H  1.53085  -0.36772  3.97203  0.149
H  0.60959  -1.11389  -2.72484  0.124
H  -0.73947  -0.22232  -4.91577  0.088
H  -0.67196  2.62366  -0.00122  0.107
H  -1.00225  0.50527  2.03293  0.152
H  -0.95673  -1.66894  1.25821  0.131
H  0.53369  -1.46080  -0.49991  0.137

***

<Q>
Computed, not measured: the molecule C9H9N5O2S, with ωB97M-V/def2-TZVPD.

Calculated values
- HOMO (Eh) = -0.31428
- net charge = 0
- LUMO level (Ha) = -0.004

Each line ends with the Löwdin charge.
Element x y z (Å)
S  -4.23469  -2.83052  -0.15018  0.607
O  -4.51171  -0.19024  0.00990  -0.029
O  4.71177  -1.65510  -0.22230  0.079
N  4.38247  0.53260  -1.17614  0.058
N  3.37034  1.37032  -1.37134  0.071
N  3.96421  -0.48123  -0.48709  -0.122
N  -2.35351  -0.91027  -0.14714  0.073
N  -3.67194  0.93898  -0.00815  0.042
C  0.92477  1.36975  -0.42616  0.060
C  0.59324  -0.47905  1.08917  -0.076
C  2.73058  -0.15553  -0.05336  -0.210
C  1.86756  -0.87242  0.81934  0.014
C  2.27022  0.97602  -0.62026  -0.227
C  -2.33592  0.48876  -0.25583  -0.417
C  0.06699  0.71766  0.53772  -0.160
C  -3.71755  -1.24591  -0.14439  -0.876
C  -1.43365  1.02096  0.82364  -0.090
H  -4.01342  1.60145  -0.71232  0.147
H  5.42823  -1.69782  -0.89688  0.133
H  -1.55145  2.13806  0.84742  0.133
H  -0.09955  -1.06277  1.58807  0.086
H  0.73631  2.32468  -0.81771  0.095
H  -1.80394  0.56035  1.77734  0.144
H  -2.05645  0.82345  -1.27215  0.160
H  -1.47892  -1.48817  -0.09289  0.171
H  2.21601  -1.79404  1.36167  0.134

***

Computed energies relative to the best structure, in kJ/mol: <P> 25.3; <Q> 0.0